1.
101
Properties=species:S:1:pos:R:3:mulliken_charge:R:1 method="wB97M-V/def2-TZVPD" orbital_gap_ev=5.0923 total_charge=+1 max_force_ev_per_a=9.3 homo_ev=-9.9
O -2.4515 1.0496 6.4272 -0.434
C -2.4808 2.2362 6.0515 0.372
Br -1.9881 3.6221 7.4050 -0.103
C -2.8574 2.6544 4.5226 -0.359
C -3.0527 1.3044 3.7339 0.259
N -4.2779 0.5713 3.6708 -0.504
C -4.2205 -0.6666 2.9347 0.649
N -5.1454 -1.6304 2.6925 0.113
C -4.9700 -2.8562 1.8842 0.018
F -4.0907 -3.8069 2.5164 -0.292
F -6.1834 -3.6457 1.9120 -0.318
C -4.7185 -2.6520 0.3211 1.006
F -4.4560 -1.2848 -0.0467 -0.302
F -3.7183 -3.5348 -0.2177 -0.291
C -5.9973 -3.0074 -0.6359 0.526
F -7.1419 -2.2583 -0.3564 -0.172
F -6.1944 -4.3818 -0.8190 -0.202
F -5.5644 -2.5361 -1.9275 -0.246
S -6.7509 -1.4928 3.4199 1.143
O -6.9229 -0.3120 4.3134 -0.495
O -7.8260 -1.3446 2.3589 -0.480
F -7.0517 -2.8058 4.4516 -0.228
N -2.8480 -0.6625 2.4823 0.571
C -1.9804 -1.5669 1.7251 -0.503
C -1.4641 -1.0120 0.2715 -0.393
C 0.1392 -1.1785 0.1421 -0.178
C 0.6628 -2.6814 0.3824 -0.744
N 1.9887 -2.5635 1.0980 0.223
C 1.9940 -2.5212 2.5645 -0.295
C 3.5189 -2.3861 2.9084 -0.612
C 4.3125 -2.3726 1.5708 -0.524
C 3.2576 -2.5085 0.4111 -0.144
N -2.2016 0.4481 2.9475 0.043
C -0.8109 0.9314 2.8367 -0.697
O -0.5282 1.6760 1.6093 -0.206
C -1.0805 2.9856 1.6716 0.258
C -0.2794 4.2272 2.1849 -0.558
C -0.9252 5.6565 2.2062 -0.189
C -2.4008 5.9237 1.7462 -0.338
C -3.1912 4.6952 1.2256 -0.698
C -2.5437 3.2926 1.1802 0.145
H -3.8744 3.1882 4.5775 0.429
H -2.0056 3.3264 4.1748 0.088
H -2.3287 -2.6200 1.5058 0.405
H -1.0011 -1.7274 2.3265 0.190
H -1.8049 0.0596 0.0710 0.284
H -1.9095 -1.6568 -0.5783 0.398
H 0.7192 -0.5026 0.8590 0.071
H 0.4341 -0.9041 -0.9416 0.332
H 0.0064 -3.3151 1.0714 0.302
H 0.8045 -3.2279 -0.6087 0.289
H 1.1071 -2.5380 3.2796 0.337
H 3.9553 -2.2945 3.9561 0.327
H 5.4191 -2.2729 1.3430 0.336
H 3.4360 -2.5344 -0.7187 0.349
H -0.4892 1.6426 3.6904 0.562
H -0.0064 0.0993 2.8565 -0.102
H 0.7993 4.1466 2.5359 0.349
H -0.3123 6.5572 2.5705 0.211
H -2.8898 6.9497 1.7642 0.393
H -4.2727 4.8760 0.8879 0.329
H -3.2017 2.4349 0.7787 0.293
C 2.7305 -2.1947 -5.4374 -0.686
C 4.0591 -2.8916 -5.6280 -0.144
C 4.5371 -3.0578 -4.1998 -0.514
O 3.3640 -3.1896 -3.3822 -0.339
C 2.2149 -2.8419 -4.1672 -0.211
H 2.0483 -2.3101 -6.2813 0.374
H 2.8933 -1.1243 -5.2723 0.295
H 3.9000 -3.8736 -6.0852 -0.127
H 4.7617 -2.3353 -6.2502 0.374
H 5.0858 -2.1736 -3.8585 0.283
H 5.1753 -3.9348 -4.0707 0.331
H 1.6675 -3.7653 -4.3864 0.256
H 1.5633 -2.1786 -3.5923 0.122
C 1.3068 11.1629 3.4811 -0.542
C -0.0799 10.8601 4.0021 -0.560
C -0.4363 9.6022 3.2359 -0.326
O 0.7920 8.9020 2.9876 -0.377
C 1.8881 9.7740 3.3036 -0.485
H 1.8996 11.7901 4.1488 0.339
H 1.2371 11.6655 2.5109 0.262
H -0.0342 10.6440 5.0745 0.274
H -0.7946 11.6701 3.8476 0.335
H -0.8869 9.8412 2.2664 0.247
H -1.1220 8.9551 3.7892 0.280
H 2.3456 9.4138 4.2312 0.271
H 2.6341 9.7300 2.5073 0.270
C 5.3793 -7.5439 -8.8934 -0.533
C 4.1740 -7.3994 -7.9931 -0.583
C 4.7963 -6.8744 -6.7143 -0.206
O 5.9475 -6.1069 -7.0960 -0.386
C 6.2242 -6.3553 -8.4822 -0.408
H 5.1356 -7.5454 -9.9571 0.334
H 5.9063 -8.4752 -8.6613 0.264
H 3.4880 -6.6534 -8.4084 0.261
H 3.6202 -8.3284 -7.8474 0.351
H 5.1381 -7.6936 -6.0728 0.280
H 4.1092 -6.2464 -6.1414 0.115
H 5.9463 -5.4574 -9.0450 0.258
H 7.2932 -6.5338 -8.6169 0.260


2.
7
Properties=species:S:1:pos:R:3:nbo_charge:R:1 method="wB97M-V/def2-TZVPD" s2=2.01 orbital_gap_ev="5.6177 / 9.4380" multiplicity=3 relative_energy_ev=1.994 max_force_ev_per_a=3.2 homo_ev="-5.0 / -11.4"
B -0.4508 -0.4567 -0.8938 -0.149
C 0.1631 0.6569 0.8970 -0.282
Cl -1.4238 0.9762 0.2354 0.184
H -0.1129 0.1317 -1.8426 -0.074
H -1.0729 -1.4270 -0.8239 -0.077
H 0.9127 1.4105 0.7794 0.198
H 0.1687 0.0415 1.7824 0.200


3.
66
Properties=species:S:1:pos:R:3:lowdin_spin:R:1 method="wB97M-V/def2-TZVPD" s2=6.00 orbital_gap_ev="9.1226 / 9.2146" multiplicity=5 total_charge=+3 max_force_ev_per_a=4.3 homo_ev="-17.6 / -17.6"
Pm -0.4948 -0.8054 -0.2403 4.043
N -3.9021 -0.4424 0.3019 0.000
C -3.3870 0.6587 0.8162 0.000
N -4.1649 1.6966 0.9857 0.000
C -3.5385 2.7513 1.5229 0.000
N -4.1672 3.8795 1.8104 0.000
N -2.1892 2.7596 1.8516 0.000
C -1.5916 1.6464 1.6466 0.000
N -2.0724 0.5331 1.0983 -0.007
C -0.1116 1.6334 1.9853 0.000
C 0.3672 2.5375 2.8773 0.000
C 1.7280 2.5239 3.1872 0.001
C 2.4846 1.5836 2.5280 0.000
C 1.8829 0.6837 1.6672 0.000
N 0.5549 0.6496 1.4088 -0.008
H -4.9332 -0.3083 0.2161 0.000
H -3.4505 -1.3339 0.3228 0.000
H -5.1525 3.9405 1.6153 0.000
H -3.7041 4.7623 1.8981 0.000
H -0.2448 3.3441 3.2331 0.000
H 2.1286 3.1443 3.8936 0.000
H 3.5508 1.4666 2.4550 0.000
H 2.5209 -0.0117 1.0847 0.000
C 4.1409 -2.5114 3.4186 0.000
C 2.8614 -2.6205 2.7465 0.000
C 2.7573 -2.9710 1.3848 0.000
C 1.5433 -3.3626 0.8364 0.000
C 0.4083 -3.3753 1.6219 -0.001
C 0.4997 -2.9899 2.9863 0.000
C 1.7066 -2.5754 3.5319 0.000
S -1.1129 -3.9527 0.9155 0.000
C -0.5430 -5.3489 0.0098 0.000
O -1.3542 -2.8167 -0.1765 -0.008
H 4.1898 -2.2374 4.4745 0.000
H 4.7523 -1.7555 2.9269 0.000
H 4.7375 -3.5056 3.4108 0.000
H 3.5885 -3.0661 0.7628 0.000
H 1.6102 -3.7998 -0.1520 0.000
H -0.4043 -3.1667 3.5401 0.000
H 1.8969 -2.4661 4.6128 0.000
H -0.0089 -4.9462 -0.8561 0.000
H -1.4640 -5.8919 -0.3060 0.000
H 0.0028 -6.0738 0.6308 0.000
C 2.3501 1.8740 -3.5865 0.000
C 2.2079 1.1391 -2.2266 0.000
N 1.1373 0.2115 -2.0785 -0.004
C -0.1162 0.6735 -2.7073 0.000
N -1.1334 -0.0929 -2.2914 -0.011
C -2.4189 0.0842 -3.0619 -0.001
C -2.6549 1.5918 -3.2741 0.000
C -1.4639 2.1815 -4.0190 0.000
N -0.1773 1.6973 -3.4724 0.000
C 0.9766 2.6067 -3.8778 0.000
H 2.5522 1.1491 -4.3787 0.000
H 3.2564 2.5651 -3.4494 0.000
H 2.1413 1.9582 -1.4142 0.000
H 3.1542 0.5964 -1.9123 0.000
H 1.3868 -0.6010 -2.6317 0.000
H -3.1707 -0.3399 -2.4036 0.000
H -2.4067 -0.5640 -3.9874 0.000
H -2.9342 2.0519 -2.3155 0.000
H -3.4715 1.7873 -4.0147 0.000
H -1.4412 3.2810 -3.9500 0.000
H -1.4835 1.9596 -5.1137 0.000
H 0.9220 3.5501 -3.3772 0.000
H 0.8659 2.7806 -4.9414 0.000


4.
7
Properties=species:S:1:pos:R:3:nbo_charge:R:1 method="wB97M-V/def2-TZVPD" orbital_gap_ev=8.5684 relative_energy_ev=1.317 max_force_ev_per_a=2.0 smiles="FP=S.SS" homo_ev=-9.7
F 0.6460 -2.3994 1.4675 -0.589
P 0.2966 -1.9675 2.9664 0.983
S -0.3107 0.5319 -1.3044 -0.139
S -1.5140 -1.4825 3.0631 -0.394
S -0.2875 2.4764 -2.1229 -0.147
H 0.2619 -0.2433 -2.3787 0.148
H 0.9078 3.0843 -1.6909 0.139


5.
118
Properties=species:S:1:pos:R:3:lowdin_spin:R:1 method="wB97M-V/def2-TZVPD" s2=8.80 orbital_gap_ev="7.0506 / 5.6795" multiplicity=6 relative_energy_ev=1.211 total_charge=+1 max_force_ev_per_a=0.7 homo_ev="-9.8 / -10.2"
Ru -1.0120 0.4082 0.5665 2.972
C 5.4537 2.7439 3.7572 0.000
C 5.6119 2.4784 2.2602 0.002
C 6.2366 3.7175 1.6035 0.001
C 6.5519 1.2782 2.0785 0.001
C 4.2700 2.1771 1.5928 0.021
C 3.0615 2.3064 2.2483 -0.001
C 1.8955 1.9788 1.5737 0.028
Br 0.2409 2.2610 2.4485 0.085
C 1.8593 1.4828 0.2736 0.010
O 0.6981 1.0319 -0.2590 0.219
C 3.0781 1.4953 -0.4575 0.017
C 4.2322 1.8088 0.2438 -0.004
C 3.1331 1.2733 -1.9778 0.002
C 2.7101 -0.1389 -2.3789 0.005
C 2.2076 2.3014 -2.6478 0.002
C 4.5414 1.4960 -2.5352 0.000
H 6.4372 2.9057 4.2024 0.000
H 4.9901 1.8982 4.2719 0.000
H 4.8572 3.6385 3.9528 0.000
H 7.2107 3.9299 2.0513 0.000
H 5.6004 4.5949 1.7389 0.000
H 6.3865 3.5704 0.5318 0.000
H 7.4963 1.4637 2.5954 0.000
H 6.7825 1.0952 1.0272 0.000
H 6.1104 0.3687 2.4931 0.000
H 3.0029 2.6505 3.2714 0.000
H 5.1717 1.7854 -0.2902 -0.001
H 1.7434 -0.4016 -1.9584 0.006
H 3.4447 -0.8742 -2.0429 0.000
H 2.6442 -0.2060 -3.4691 0.000
H 1.1616 2.1052 -2.4182 0.001
H 2.3331 2.2641 -3.7332 0.000
H 2.4626 3.3127 -2.3144 0.000
H 5.2577 0.7711 -2.1405 0.000
H 4.9135 2.5019 -2.3264 0.000
H 4.5143 1.3718 -3.6199 0.000
C -1.7717 -2.3042 5.8608 0.012
Si -3.4772 -1.7482 5.3798 0.003
C -4.0885 -0.4284 6.5423 0.000
C -4.6222 -3.2199 5.4032 0.000
C -3.6093 -1.0207 3.6210 0.003
C -4.8911 -0.8119 3.1440 0.009
C -5.1478 -0.3199 1.8557 0.001
C -4.0806 -0.0401 1.0564 0.008
N -2.8104 -0.2274 1.4858 0.034
C -2.5578 -0.7027 2.7292 0.036
S -0.8729 -0.8405 3.0447 0.279
H -1.8556 -2.8177 6.8247 0.001
H -1.0745 -1.4732 5.9774 0.004
H -1.3479 -3.0063 5.1407 0.003
H -4.0996 -0.7996 7.5715 0.000
H -5.1052 -0.1121 6.2929 0.000
H -3.4439 0.4542 6.5114 0.000
H -4.5848 -3.7143 6.3781 0.000
H -4.3267 -3.9508 4.6460 0.000
H -5.6630 -2.9443 5.2167 0.000
H -5.7410 -1.0341 3.7834 0.001
H -6.1555 -0.1616 1.4986 0.000
H -4.1893 0.3582 0.0579 -0.001
Te -1.3488 0.3342 -2.4037 0.794
C -2.9396 -0.5880 -3.3781 0.071
C -2.9209 -0.6058 -4.7745 0.044
C -3.9633 -1.2003 -5.4718 -0.003
C -5.0290 -1.7637 -4.7825 0.042
C -5.0497 -1.7460 -3.3935 -0.004
C -4.0037 -1.1685 -2.6899 0.035
H -2.0970 -0.1568 -5.3178 0.004
H -3.9442 -1.2209 -6.5542 -0.001
H -5.8424 -2.2240 -5.3288 0.003
H -5.8776 -2.1925 -2.8572 -0.001
H -4.0160 -1.1796 -1.6075 0.001
C 2.1980 -4.0728 -3.4239 0.000
C 1.2441 -3.9668 -2.2407 0.003
C 0.0611 -3.0388 -2.5092 0.021
C -0.9471 -2.9969 -1.3601 -0.002
Ge -0.6345 -2.1472 0.3983 -0.017
C 1.0507 -2.7232 1.2074 -0.005
C 2.2378 -1.7771 1.0928 0.000
C 3.5466 -2.3424 1.6408 0.000
C 4.1061 -3.4834 0.7983 0.000
H 2.9917 -4.7970 -3.2347 0.000
H 2.6704 -3.1149 -3.6414 0.000
H 1.6692 -4.3912 -4.3258 0.000
H 1.7896 -3.6201 -1.3562 0.000
H 0.8601 -4.9616 -1.9918 0.001
H -0.4543 -3.3800 -3.4145 0.000
H 0.4554 -2.0495 -2.7565 0.021
H -1.1171 -4.0291 -1.0228 -0.002
H -1.9242 -2.6411 -1.6948 0.003
H -1.7973 -2.7818 1.1826 -0.003
H 1.2493 -3.6965 0.7451 -0.001
H 0.8197 -2.9016 2.2591 0.001
H 1.9971 -0.8546 1.6281 0.000
H 2.3918 -1.4882 0.0529 0.000
H 3.3950 -2.6763 2.6727 0.000
H 4.2811 -1.5324 1.6849 0.000
H 3.4222 -4.3346 0.7571 0.000
H 5.0528 -3.8496 1.1975 0.000
H 4.2868 -3.1549 -0.2304 0.000
N -0.4590 4.0873 -0.5739 0.009
C -1.6520 3.6373 -0.9434 0.041
S -2.5126 2.5589 0.0788 0.136
N -2.1511 4.1001 -2.0970 0.014
C -3.3497 3.6608 -2.7550 0.010
C -4.5857 3.8210 -2.1480 0.002
C -5.7235 3.3882 -2.8109 0.003
C -5.6273 2.8218 -4.0757 0.001
C -4.3878 2.6886 -4.6834 0.002
C -3.2413 3.1048 -4.0202 0.012
H -0.0635 3.7514 0.2901 0.000
H 0.0872 4.7155 -1.1399 0.000
H -1.5369 4.6733 -2.6575 0.001
H -4.6544 4.2796 -1.1713 0.001
H -6.6915 3.5094 -2.3416 0.000
H -6.5213 2.4950 -4.5914 0.000
H -4.3080 2.2530 -5.6711 0.000
H -2.2658 2.9892 -4.4795 0.003


6.
16
Properties=species:S:1:pos:R:3:nbo_charge:R:1 method="wB97M-V/def2-TZVPD" orbital_gap_ev="7.0039 / 7.6260" relative_energy_ev=4.904 max_force_ev_per_a=1.5 homo_ev="-6.8 / -6.8"
C 1.2356 -0.4515 -0.8340 -0.415
C -0.5451 1.2332 -1.0880 -0.419
N -0.0315 0.0843 -0.3460 -0.225
C -0.0795 0.1646 1.1674 0.334
C -0.8233 -1.0076 1.3337 -0.232
N 0.4569 1.1815 1.7332 -0.745
N -1.2517 -1.2708 0.0208 -0.457
H 0.2470 1.2199 2.7262 0.351
H -1.0237 -2.2443 -0.2572 0.322
H -0.8227 -1.7101 2.1529 0.206
H 2.0251 0.2785 -0.6309 0.211
H 1.4490 -1.3695 -0.2859 0.215
H -1.5218 1.4831 -0.6821 0.226
H 0.1286 2.0828 -0.9623 0.219
H 1.1755 -0.6495 -1.9042 0.204
H -0.6182 0.9755 -2.1437 0.206


7.
10
Properties=species:S:1:pos:R:3:nbo_charge:R:1 method="wB97M-V/def2-TZVPD" orbital_gap_ev=9.4628 relative_energy_ev=2.720 max_force_ev_per_a=4.7 smiles="COSC=C=O" homo_ev=-8.9
C 2.1860 -0.4846 0.5117 0.723
C 1.2693 0.2651 1.0077 -0.770
C -1.7051 -0.1336 -0.4886 -0.261
O 2.8783 -1.1404 -0.1129 -0.422
O -0.4661 0.1393 -1.0956 -0.682
S 0.5925 1.2175 -0.4001 0.569
H 1.3323 0.7007 2.0282 0.271
H -2.3506 0.5999 -1.0773 0.181
H -1.7818 0.0280 0.5469 0.191
H -1.9550 -1.1920 -0.9200 0.200


8.
6
Properties=species:S:1:pos:R:3:nbo_charge:R:1 method="wB97M-V/def2-TZVPD" orbital_gap_ev="7.7268 / 7.2720" relative_energy_ev=2.753 total_charge=-1 max_force_ev_per_a=2.0 homo_ev="-3.9 / -3.5"
N 0.3342 -1.0861 -0.8025 -1.146
O -1.5559 -0.4349 0.7046 -0.957
O -0.3078 1.3431 -0.4855 -0.991
S -0.3267 -0.0009 0.0841 2.194
H 0.9777 -0.6247 -1.4350 0.352
H 0.8786 0.8035 1.9343 -0.451


9.
8
Properties=species:S:1:pos:R:3:nbo_charge:R:1 method="wB97M-V/def2-TZVPD" orbital_gap_ev=9.1308 relative_energy_ev=2.320 max_force_ev_per_a=0.7 homo_ev=-10.7
O -1.6509 1.0649 0.5323 -0.484
C -1.3756 0.0118 0.0138 0.434
C 0.3741 -1.6336 -0.6102 0.451
C 0.0280 -0.4082 -0.2819 -0.651
C 1.2754 0.3950 -0.0470 0.430
O 2.3227 0.0563 -0.5451 -0.483
H -2.1494 -0.7229 -0.2711 0.142
H 1.1977 1.2569 0.6387 0.162


10.
13
Properties=species:S:1:pos:R:3:nbo_charge:R:1 method="wB97M-V/def2-TZVPD" orbital_gap_ev=10.8391 relative_energy_ev=2.258 max_force_ev_per_a=1.7 smiles="[H]/N=C/N.C=C" homo_ev=-9.8
C -2.1777 -2.6484 1.1240 -0.383
C -3.3979 -2.1922 0.8522 -0.387
H -1.9408 -3.7038 1.1078 0.191
H -1.3784 -1.9450 1.3101 0.193
H -4.1945 -2.8320 0.5008 0.194
H -3.5806 -1.1358 0.9870 0.191
N 2.9393 1.8021 0.0814 -0.818
C 2.1530 2.3014 -0.9665 0.273
N 1.8098 1.6090 -1.9694 -0.689
H 3.2871 0.8756 -0.0758 0.384
H 3.6738 2.4903 0.2421 0.372
H 1.7601 3.3004 -0.7743 0.140
H 1.0470 2.0784 -2.4195 0.337


11.
16
Properties=species:S:1:pos:R:3:nbo_charge:R:1 method="wB97M-V/def2-TZVPD" orbital_gap_ev="7.6495 / 7.6552" relative_energy_ev=3.169 max_force_ev_per_a=0.4 homo_ev="-7.7 / -7.7"
C 1.1433 0.0893 -1.6963 -0.420
N 0.7579 -0.4776 -0.3996 -0.251
C 1.4205 -0.1874 0.6948 -0.137
C -0.4548 -1.1015 -0.2405 -0.278
C -1.4554 -0.5482 0.6343 0.481
O -2.5087 -1.1327 0.8731 -0.613
C -1.2990 0.9058 1.1053 -0.710
H 2.2109 -0.0420 -1.8871 0.210
H 0.8878 1.1559 -1.6934 0.218
H 0.5463 -0.4033 -2.4640 0.231
H 1.2791 -0.8301 1.5488 0.216
H 2.0667 0.6795 0.7397 0.188
H -0.7028 -1.9285 -0.8942 0.210
H -2.2588 1.3872 0.9008 0.237
H -1.1253 0.9672 2.1831 0.226
H -0.5076 1.4665 0.5951 0.193


12.
8
Properties=species:S:1:pos:R:3:nbo_charge:R:1 method="wB97M-V/def2-TZVPD" orbital_gap_ev="6.3985 / 6.3971" relative_energy_ev=3.007 total_charge=-1 max_force_ev_per_a=1.9 homo_ev="-4.0 / -4.0"
C -0.0645 -1.0473 -1.2668 -0.839
O -1.6389 1.2653 1.0397 -0.892
O 0.5979 1.7848 0.0596 -0.869
O 0.2951 1.6857 2.5064 -0.901
S -0.1882 1.3553 1.1937 2.347
I 0.2141 -1.4550 0.9304 0.074
I -1.1038 -2.5074 -2.2832 0.076
I 1.8882 -1.0814 -2.1799 0.004